DFT (the ωB97M-V functional and the def2-TZVPD basis) results for C20H41Br2IOTa as an isolated structure.

```
66
Properties=species:S:1:pos:R:3:nbo_charge:R:1
H -6.390 3.304 1.542 0.20
H -8.210 1.398 0.565 0.20
H -0.039 -1.484 3.225 0.21
C -3.954 1.264 -1.441 -0.45
H 5.432 4.538 -1.230 0.19
H -3.385 1.897 -0.698 0.22
H -7.927 1.294 -1.234 0.22
Br 1.213 2.013 -1.601 -0.45
Br 2.720 -0.176 3.813 -0.12
C 4.114 1.531 0.063 -0.07
H -1.588 0.614 -0.091 0.22
C 0.832 -2.150 2.935 -0.65
H 0.214 -2.140 -2.441 0.22
C -2.081 -0.330 -0.447 -0.22
H -0.651 -1.973 0.219 0.20
C -5.366 0.935 -0.847 -0.20
H 1.652 0.741 1.561 0.26
C 2.293 -5.143 -0.745 -0.47
C 4.744 2.454 -1.071 -0.43
H -3.691 -0.966 -1.808 0.19
H 4.156 3.973 1.208 0.22
H 5.910 3.650 1.657 0.20
C 5.220 4.181 0.927 -0.63
H 4.905 1.509 0.885 0.16
H -2.634 -1.777 1.165 0.21
H -2.470 0.086 -2.654 0.21
C 1.362 -0.307 1.221 -1.06
H 2.878 -1.893 1.939 0.22
I 1.990 -6.613 0.867 -0.02
C -1.091 -1.528 -0.727 -0.40
H 3.749 -2.547 -0.012 0.23
Ta 2.068 -0.470 -0.960 2.18
C -3.048 -0.036 -1.689 -0.39
C -5.590 2.581 1.205 -0.66
H 1.630 -5.424 -1.607 0.22
H -0.335 -0.422 -2.477 0.24
H -3.264 -0.029 1.484 0.21
H 0.241 -0.335 1.390 0.23
H 5.481 5.270 1.002 0.20
H 3.382 -5.124 -1.022 0.22
H 3.327 -3.025 -1.696 0.23
C -3.070 -0.836 0.729 -0.62
H 0.402 -2.930 2.246 0.22
H -5.410 1.900 2.095 0.22
C 1.831 -3.697 -0.179 -0.45
C -6.125 1.769 -0.025 0.01
H 3.197 1.958 0.547 0.18
H -5.839 -0.055 -1.122 0.19
H -4.059 1.797 -2.429 0.22
H -4.636 3.142 1.021 0.23
H 6.718 3.449 -0.600 0.19
C -7.689 1.889 -0.311 -0.65
C 0.055 -1.229 -1.777 -0.99
H 3.998 2.843 -1.811 0.22
H -1.736 -2.366 -1.157 0.18
O 4.012 0.187 -0.430 -0.83
H -7.947 2.980 -0.402 0.22
C 5.612 3.666 -0.523 -0.40
H -4.068 -1.135 0.284 0.20
H 0.774 -3.576 -0.524 0.22
H 5.446 1.784 -1.658 0.21
H 1.965 -3.770 0.930 0.21
C 2.001 -1.296 2.283 -0.17
H 2.691 -0.573 -2.730 -0.41
C 2.870 -2.644 -0.731 -0.91
H 1.210 -2.597 3.898 0.22
```

net charge	-1
M	765.21	Da
ΔE to the lowest compared entry with this formula, charge and spin	3.575	eV


DFT (the ωB97M-V functional and the def2-TZVPD basis) results for a 2-piece molecular cluster, C5H14NO2 overall.

```
22
Properties=species:S:1:pos:R:3:nbo_charge:R:1
H -2.588 0.054 -0.182 0.19
H 0.639 2.327 0.360 0.51
C 0.919 -1.932 0.951 0.01
H -0.540 3.153 -0.169 0.45
C -1.631 -0.106 0.333 -0.61
C 0.834 -0.638 0.048 -0.08
H -0.258 1.339 -1.695 0.19
H 2.151 0.580 1.037 0.36
O 0.564 -3.054 0.371 -0.93
C -0.509 0.284 -1.875 -0.59
H -0.722 -1.587 -0.921 0.25
N 1.148 0.581 0.847 -0.88
H -1.859 -0.801 1.142 0.22
H 1.600 -0.785 -0.724 0.17
H -1.395 0.840 0.862 0.19
H 0.769 0.358 1.767 0.35
H 0.290 -1.640 1.860 0.03
H 1.970 -1.889 1.364 0.05
H -1.478 0.302 -2.403 0.18
O 0.367 3.267 0.154 -1.00
H 0.266 -0.095 -2.528 0.20
C -0.534 -0.558 -0.601 -0.27
```

net charge	-1
M	120.17	Da
ΔE to the lowest compared entry with this formula, charge and spin	0.210	eV


Which formula does entry 1 have?
C20H41Br2IOTa


Which formula does entry 1 have?
C20H41Br2IOTa


Which of these has the highest ΔE to the lowest compared entry with this formula, charge and spin?
C20H41Br2IOTa


Look up the ΔE to the lowest compared entry with this formula, charge and spin of the second one.
0.210 eV